A 2-piece molecular cluster, C8H12NO overall in a non-equilibrium geometry. Source: OMol25; level of theory: ωB97M-V with the def2-TZVPD basis set.

Results
- orbital gap (eV) = 8.8
- HOMO energy (Eh) = -0.4870
- total charge = +1

Each line ends with the Löwdin charge.
Element x y z (Å)
C: -2.904 -0.119 -0.591  -0.2554
C: -3.649 -1.131 0.049  -0.1202
C: -2.282 0.778 -1.087  0.0722
C: 1.163 -1.783 0.132  -0.1937
C: 2.403 1.389 0.260  -0.0865
C: 1.808 0.427 -0.880  -0.0879
C: 1.531 1.329 1.388  0.0003
C: 0.784 -0.270 -0.087  -0.2580
N: 0.675 0.464 1.156  0.1444
O: 0.715 -2.547 0.894  0.1320
H: -3.410 -2.128 -0.517  0.1259
H: -3.345 -1.197 1.179  0.1181
H: -1.821 1.352 -1.859  0.0404
H: 2.019 -2.080 -0.596  0.1579
H: 3.460 1.258 0.398  0.1314
H: 2.435 2.389 -0.262  0.1594
H: 1.304 1.049 -1.627  0.1265
H: 2.567 -0.020 -1.457  0.1113
H: 1.687 1.827 2.374  0.1892
H: -4.742 -0.866 -0.065  0.1062
H: -0.259 -0.223 -0.587  0.1387
H: -0.140 0.105 1.784  0.2478